No. 1
Below is a cluster of 12 separate species, C27H55N3O10S in total, with properties calculated with wB97M-V/def2-TZVPD.

- F_max (Eh/bohr) = 0.084
- electronic energy (a.u.) = -2376.4138
- SMILES = O=S1(=O)CCCC1.c1ccncc1.c1ccncc1.c1ccncc1.CO.CO.CO.CO.CO.CO.CO.CO
- HOMO energy (eV) = -9.49
- Kohn-Sham gap (eV) = 9.69

Last column: Mulliken charge in e.
Geometry (Å):
N  -1.097  1.196  -5.812  -0.605
C  0.227  1.123  -5.591  -0.217
C  0.917  2.028  -4.795  -0.391
C  0.201  3.023  -4.126  -0.108
C  -1.182  3.140  -4.391  -0.611
C  -1.817  2.193  -5.163  -0.295
H  0.760  0.268  -6.001  0.397
H  1.970  1.846  -4.608  0.396
H  0.731  3.645  -3.368  0.535
H  -1.788  3.839  -3.878  0.433
H  -2.836  2.375  -5.458  0.408
N  -6.175  3.792  1.636  -0.585
C  -5.628  2.730  2.235  -0.277
C  -4.750  1.872  1.540  0.087
C  -4.474  2.059  0.196  -0.246
C  -4.986  3.197  -0.401  -0.625
C  -5.870  3.995  0.354  -0.208
H  -5.865  2.500  3.264  0.394
H  -4.572  0.962  2.092  0.139
H  -3.972  1.410  -0.418  0.645
H  -4.775  3.505  -1.429  0.365
H  -6.145  4.974  -0.046  0.330
N  -1.596  -1.705  -1.447  -0.561
C  -1.992  -1.408  -0.148  -0.955
C  -1.396  -0.435  0.628  0.004
C  -0.329  0.251  0.006  0.518
C  0.130  -0.081  -1.306  -0.310
C  -0.630  -0.995  -1.952  -1.247
H  -2.800  -2.023  0.096  0.697
H  -1.664  -0.234  1.650  0.085
H  0.264  0.943  0.616  0.223
H  0.985  0.320  -1.729  0.938
H  -0.335  -1.314  -2.953  0.575
C  4.751  1.364  2.969  -0.888
O  3.587  0.965  2.279  -0.238
H  5.434  1.815  2.294  0.305
H  4.586  2.159  3.694  0.333
H  5.155  0.533  3.524  0.263
H  2.862  0.804  2.912  0.124
C  0.684  0.324  4.425  -0.447
O  1.041  0.879  3.160  -0.220
H  -0.419  0.238  4.528  0.141
H  1.182  -0.639  4.374  0.075
H  1.055  0.979  5.245  0.280
H  0.705  1.772  3.193  0.305
C  2.964  -2.445  -3.853  -0.526
O  3.556  -2.726  -2.607  -0.429
H  3.332  -1.430  -4.169  0.167
H  3.213  -3.278  -4.550  0.354
H  1.861  -2.482  -3.800  0.182
H  3.564  -3.646  -2.466  0.261
C  -3.243  -1.514  3.779  0.263
O  -3.528  -1.811  5.105  -0.587
H  -4.064  -0.846  3.376  0.088
H  -2.278  -1.029  3.630  -0.323
H  -3.269  -2.427  3.136  0.196
H  -2.706  -2.139  5.550  0.339
C  2.870  2.411  -0.463  -0.284
O  1.972  2.867  -1.531  -0.515
H  2.598  2.796  0.509  0.110
H  2.870  1.379  -0.411  0.017
H  3.855  2.790  -0.751  0.349
H  1.164  2.435  -1.487  0.317
C  -3.084  -1.848  -5.371  -0.507
O  -2.032  -1.552  -6.211  -0.505
H  -4.092  -1.559  -5.805  0.251
H  -3.101  -2.915  -5.248  0.260
H  -3.041  -1.348  -4.414  0.154
H  -1.789  -0.635  -6.127  0.411
C  0.546  4.469  1.448  -0.701
O  0.332  3.466  2.518  -0.492
H  1.580  4.606  1.365  0.309
H  0.347  4.040  0.508  0.161
H  0.130  5.431  1.640  0.398
H  -0.343  3.766  3.127  0.233
C  -1.051  -4.596  1.199  -0.554
O  -1.278  -3.824  2.350  -0.338
H  -0.001  -4.947  1.205  0.217
H  -1.794  -5.410  1.274  0.264
H  -1.225  -4.028  0.286  0.175
H  -0.620  -4.157  2.968  0.264
C  4.039  -2.418  0.696  -0.495
C  2.569  -2.454  0.286  -0.388
C  1.920  -1.846  1.542  0.626
S  2.662  -2.722  2.937  1.042
O  1.817  -3.906  3.163  -0.730
O  3.037  -1.848  4.042  -0.660
C  4.097  -3.245  1.936  -0.857
H  4.293  -1.369  0.810  0.092
H  4.622  -2.812  -0.121  0.410
H  2.179  -3.482  0.154  0.246
H  2.356  -1.791  -0.573  0.137
H  0.867  -1.877  1.483  0.179
H  2.259  -0.866  1.778  -0.420
H  3.950  -4.314  1.783  0.373
H  4.985  -3.097  2.484  0.509


No. 2
Below is a cluster of 3 separate species, C27H56Br2N6O9PS in total, with properties calculated with wB97M-V/def2-TZVPD.

- F_max (Eh/bohr) = 0.020
- electronic energy (a.u.) = -7955.2456
- HOMO energy (eV) = -10.49
- net charge = +1
- Kohn-Sham gap (eV) = 6.65

Last column: Mulliken charge in e.
Geometry (Å):
C  3.164  -2.120  -0.415  -1.529
C  2.043  -2.703  -0.803  -0.150
N  0.753  -2.210  -0.334  1.551
C  -0.242  -2.155  -1.449  -0.993
C  -0.382  -0.793  -2.152  0.172
C  -0.656  -0.996  -3.637  -1.597
Br  1.149  0.379  -1.917  -0.148
C  0.236  -3.040  0.658  -0.878
N  -0.022  -4.387  0.393  -0.166
P  1.140  -5.571  0.789  0.646
N  1.953  -6.134  -0.381  -0.677
O  2.003  -4.703  1.820  -0.419
O  0.221  -6.566  1.635  -0.472
N  -0.041  -2.481  1.794  0.103
Br  -0.835  -3.456  3.155  0.099
C  0.251  -1.067  2.110  -0.823
C  1.562  -0.943  2.910  -0.101
C  1.318  -0.714  4.412  -0.332
C  2.344  -1.322  5.359  -1.400
C  3.786  -0.900  5.051  0.419
C  4.703  -1.145  6.244  -0.764
C  6.134  -0.672  6.052  -0.849
S  7.229  -1.737  5.089  -0.182
C  6.484  -1.681  3.521  0.384
N  6.298  -0.703  2.692  -0.476
N  5.638  -1.236  1.589  -0.148
C  5.510  -2.495  1.837  0.051
O  6.002  -2.862  3.030  -0.275
H  4.092  -2.326  -0.929  0.434
H  3.158  -1.390  0.384  0.347
H  2.040  -3.573  -1.453  0.451
H  -1.223  -2.357  -1.007  0.402
H  -0.051  -2.967  -2.152  0.405
H  -1.224  -0.253  -1.723  0.447
H  -0.671  -0.043  -4.159  0.494
H  0.087  -1.660  -4.077  0.358
H  -1.648  -1.446  -3.731  0.387
H  -0.948  -4.661  0.715  0.534
H  1.875  -7.130  -0.537  0.254
H  2.849  -5.153  1.964  0.411
H  0.758  -7.281  2.004  0.357
H  0.289  -0.484  1.197  0.133
H  -0.585  -0.699  2.704  0.440
H  2.182  -1.821  2.719  0.071
H  2.069  -0.069  2.498  0.485
H  0.339  -1.118  4.683  0.285
H  1.268  0.363  4.588  0.398
H  2.292  -2.415  5.317  0.333
H  2.096  -0.983  6.367  0.430
H  3.798  0.164  4.794  0.438
H  4.106  -1.445  4.159  -0.408
H  4.286  -0.557  7.069  0.434
H  4.660  -2.190  6.559  0.287
H  6.136  0.347  5.665  0.412
H  6.646  -0.636  7.016  0.415
H  5.069  -3.270  1.233  0.486
C  -0.843  6.555  3.129  -0.801
O  -1.526  5.615  3.931  -0.296
C  -2.938  5.685  3.888  -0.491
C  -3.582  4.340  3.635  -0.259
O  -3.321  3.764  2.366  -0.463
C  -2.032  3.285  2.059  -0.441
C  -1.582  2.066  2.835  -0.050
O  -1.343  2.333  4.201  -0.338
C  -1.926  1.433  5.117  -0.719
H  -0.645  7.478  3.682  0.278
H  0.112  6.116  2.839  0.235
H  -1.404  6.797  2.222  0.393
H  -3.270  6.399  3.128  0.339
H  -3.301  6.041  4.861  0.389
H  -4.661  4.506  3.644  0.419
H  -3.363  3.643  4.447  0.039
H  -1.277  4.073  2.110  0.122
H  -2.096  2.974  1.012  0.412
H  -0.635  1.726  2.386  0.078
H  -2.326  1.267  2.717  0.356
H  -2.887  1.053  4.756  0.421
H  -2.098  1.972  6.048  0.279
H  -1.261  0.588  5.328  0.117
C  -5.932  1.936  -7.110  -0.793
O  -4.701  2.292  -7.699  -0.308
C  -3.759  2.896  -6.839  -0.539
C  -2.390  2.255  -6.916  -0.309
O  -2.305  0.915  -6.460  -0.313
C  -2.927  -0.120  -7.203  -0.222
C  -2.356  -0.390  -8.578  -0.606
O  -2.612  0.656  -9.490  -0.296
C  -1.510  1.080  -10.262  -0.796
H  -6.655  2.756  -7.174  0.287
H  -6.330  1.082  -7.660  0.244
H  -5.811  1.649  -6.061  0.366
H  -4.112  2.880  -5.802  0.337
H  -3.640  3.947  -7.135  0.373
H  -1.748  2.819  -6.234  0.407
H  -1.960  2.367  -7.913  0.099
H  -4.010  0.014  -7.251  0.085
H  -2.745  -1.023  -6.613  0.366
H  -2.834  -1.305  -8.952  0.387
H  -1.280  -0.583  -8.495  0.342
H  -0.571  1.006  -9.703  0.374
H  -1.673  2.125  -10.526  0.240
H  -1.422  0.499  -11.185  0.291


No. 3
Below is a cluster of 8 separate species, C27H56Cl14F4NO4P2 in total, with properties calculated with wB97M-V/def2-TZVPD.

- F_max (Eh/bohr) = 0.022
- electronic energy (a.u.) = -8943.0046
- HOMO energy (eV) = -4.72
- energy above the lowest of the compared OMol25 structures with the same formula, charge and spin (kJ/mol) = 0.00
- net charge = -1
- Kohn-Sham gap (eV) = 6.12

Last column: Mulliken charge in e.
Geometry (Å):
C  -0.700  -3.971  3.368  -0.720
C  -0.895  -4.893  2.151  -0.395
O  -1.941  -4.431  1.276  -0.496
P  -1.469  -3.980  -0.214  0.706
O  -0.774  -5.051  -0.980  -0.831
C  -0.540  -2.442  -0.009  0.139
C  0.973  -2.694  0.179  -2.074
P  2.307  -1.359  -0.327  -0.611
C  3.797  -0.109  -0.654  -0.888
C  3.720  1.002  -1.648  -0.340
N  4.470  1.171  -2.688  -0.399
C  1.053  0.071  -0.097  -1.252
C  0.596  0.215  1.368  0.624
C  1.503  1.225  2.079  -1.062
O  -0.775  0.684  1.366  -0.623
C  1.990  -1.514  -2.275  0.671
F  3.268  -1.645  -2.846  -0.353
F  1.426  -0.398  -2.865  -0.361
C  1.222  -2.736  -2.819  0.214
F  1.574  -2.969  -4.148  -0.354
F  -0.140  -2.467  -2.829  -0.287
O  -2.894  -3.636  -0.874  -0.415
C  -3.590  -2.419  -0.518  0.079
C  -5.087  -2.640  -0.794  -1.108
H  -1.254  -3.034  3.236  -0.066
H  0.361  -3.723  3.518  0.337
H  -1.075  -4.447  4.287  0.344
H  0.038  -5.043  1.593  0.237
H  -1.212  -5.890  2.494  0.515
H  -0.808  -1.806  -0.855  0.534
H  -0.968  -1.957  0.887  0.632
H  1.126  -2.827  1.267  0.233
H  1.233  -3.686  -0.227  0.932
H  3.244  -2.469  -0.503  0.161
H  2.657  -1.251  1.096  0.452
H  4.013  0.345  0.331  0.214
H  4.688  -0.708  -0.915  0.498
H  2.962  1.789  -1.509  0.513
H  5.139  0.401  -2.741  0.145
H  1.541  1.028  -0.338  0.379
H  0.184  0.032  -0.759  0.582
H  0.649  -0.743  1.907  -0.073
H  1.150  1.421  3.105  0.414
H  2.524  0.828  2.134  0.205
H  1.518  2.178  1.537  0.269
H  -0.956  0.993  2.254  0.212
H  1.426  -3.664  -2.285  0.188
H  -3.184  -1.618  -1.151  0.119
H  -3.398  -2.189  0.536  0.270
H  -5.437  -1.915  -1.540  0.385
H  -5.694  -2.582  0.110  0.202
H  -5.189  -3.641  -1.234  0.281
Cl  -0.359  2.171  5.894  -0.192
C  -1.951  2.050  5.101  -0.352
C  -2.654  0.756  5.422  -0.415
Cl  -1.830  -0.660  4.718  -0.077
H  -1.794  2.158  4.030  0.210
H  -2.548  2.890  5.451  0.367
H  -3.664  0.779  5.012  0.134
H  -2.714  0.600  6.496  0.358
Cl  -0.580  -2.005  -8.308  -0.202
C  -0.252  -3.378  -7.214  -0.131
C  0.204  -4.601  -7.964  -0.435
Cl  -1.091  -5.312  -8.972  -0.211
H  -1.157  -3.573  -6.645  0.335
H  0.531  -3.064  -6.525  0.013
H  0.509  -5.366  -7.252  0.303
H  1.041  -4.374  -8.619  0.341
Cl  6.032  0.539  -7.452  -0.230
C  5.497  1.351  -5.945  -0.205
C  6.535  2.315  -5.434  -0.183
Cl  8.000  1.493  -4.830  -0.202
H  5.261  0.590  -5.210  0.058
H  4.585  1.893  -6.185  0.331
H  6.140  2.895  -4.596  0.002
H  6.850  2.999  -6.220  0.392
Cl  8.759  4.932  -0.626  -0.202
C  8.111  5.447  -2.207  -0.325
C  6.604  5.451  -2.221  -0.652
Cl  5.930  3.809  -2.137  -0.025
H  8.510  4.776  -2.964  0.264
H  8.486  6.453  -2.388  0.320
H  6.250  5.898  -3.150  0.306
H  6.206  6.025  -1.387  0.323
Cl  -8.054  -1.713  0.094  -0.160
C  -8.895  -1.021  1.502  -0.490
C  -8.129  0.123  2.110  -0.178
Cl  -6.608  -0.391  2.876  -0.122
H  -9.056  -1.823  2.217  0.333
H  -9.862  -0.657  1.157  0.324
H  -8.734  0.594  2.883  -0.014
H  -7.878  0.870  1.361  0.309
Cl  3.981  3.411  0.663  -0.015
C  4.250  4.883  1.629  -0.612
C  4.026  4.627  3.104  -0.492
Cl  2.313  4.270  3.450  -0.156
H  3.575  5.652  1.261  0.310
H  5.279  5.200  1.459  0.281
H  4.306  5.500  3.693  0.373
H  4.612  3.774  3.438  0.306
Cl  -7.407  2.509  7.716  -0.181
C  -8.819  2.801  6.669  -0.537
C  -8.672  2.139  5.323  -0.447
Cl  -7.389  2.889  4.342  -0.167
H  -8.940  3.876  6.568  0.333
H  -9.688  2.393  7.183  0.333
H  -9.603  2.239  4.766  0.341
H  -8.430  1.083  5.427  0.330


No. 4
Below is a structure of composition C27H56INNbO6S, with properties calculated with wB97M-V/def2-TZVPD.

- F_max (Eh/bohr) = 0.056
- electronic energy (a.u.) = -2321.1880
- HOMO energy (eV) = -4.91
- net charge = -1
- Kohn-Sham gap (eV) = 6.75

Last column: Mulliken charge in e.
Geometry (Å):
C  3.055  1.712  1.467  -1.208
C  2.237  1.213  0.246  0.975
N  2.321  -0.055  0.001  -0.327
C  1.391  2.091  -0.710  -0.705
Nb  -0.448  3.117  0.233  -1.666
I  1.222  4.804  1.825  -0.324
C  -1.763  1.962  -1.192  -0.133
C  -3.246  2.486  -1.350  -0.830
C  -4.039  2.719  -0.013  -0.136
C  -5.577  2.351  -0.094  -0.957
S  -6.001  0.852  0.870  1.141
O  -5.526  -0.360  0.213  -0.569
O  -5.481  1.001  2.221  -0.600
O  -7.655  0.825  1.039  -0.453
C  -0.630  1.640  1.936  -0.408
C  -1.495  0.324  1.713  0.042
C  -0.648  -0.935  1.300  0.302
C  -0.679  -1.552  -0.004  -0.143
C  0.103  -2.757  -0.326  -0.746
C  0.924  -3.327  0.719  -0.331
C  0.968  -2.720  2.036  -0.608
C  0.192  -1.536  2.326  -0.320
H  4.001  1.095  1.484  0.324
H  2.564  1.538  2.456  0.221
H  3.407  2.774  1.367  0.172
H  1.767  -0.246  -0.840  0.095
H  2.060  2.945  -1.039  0.241
H  1.086  1.559  -1.648  0.573
H  -0.293  4.386  -1.074  0.036
H  -1.848  4.093  0.905  0.082
H  -1.287  2.097  -2.210  0.586
H  -1.795  0.858  -1.026  -0.146
H  -3.315  3.391  -2.015  0.293
H  -3.809  1.680  -1.916  0.341
H  -4.005  3.824  0.196  0.329
H  -3.612  2.230  0.893  0.200
H  -5.957  2.282  -1.142  0.401
H  -6.142  3.187  0.406  0.348
H  -7.980  0.203  0.359  0.390
H  0.349  1.297  2.385  0.130
H  -1.137  2.197  2.786  0.654
H  -1.893  0.043  2.734  0.396
H  -2.404  0.441  1.077  -0.268
H  -1.324  -1.164  -0.820  0.206
H  0.027  -3.174  -1.351  0.369
H  1.497  -4.254  0.504  0.362
H  1.575  -3.165  2.854  0.324
H  0.211  -1.101  3.348  0.310
C  6.641  1.639  -1.152  -0.941
C  5.521  2.342  -1.901  -0.103
O  5.085  3.541  -1.280  -0.302
C  6.048  4.567  -1.140  -0.400
C  6.605  5.064  -2.464  -1.069
H  6.360  1.472  -0.110  0.209
H  6.863  0.677  -1.619  0.246
H  7.559  2.232  -1.154  0.363
H  4.652  1.681  -1.929  0.046
H  5.803  2.532  -2.943  0.325
H  6.854  4.246  -0.470  0.321
H  5.540  5.395  -0.641  0.348
H  7.187  4.290  -2.971  0.262
H  7.261  5.922  -2.304  0.395
H  5.796  5.357  -3.137  0.283
C  5.124  -2.338  -0.779  -0.864
C  4.703  -2.048  -2.208  -0.157
O  5.796  -1.800  -3.085  -0.412
C  6.725  -2.856  -3.243  -0.344
C  6.114  -4.123  -3.818  -1.077
H  5.769  -1.543  -0.399  0.161
H  4.245  -2.418  -0.136  0.288
H  5.680  -3.276  -0.705  0.378
H  4.094  -1.142  -2.215  0.082
H  4.072  -2.851  -2.604  0.343
H  7.234  -3.061  -2.295  0.325
H  7.488  -2.490  -3.933  0.351
H  5.394  -4.570  -3.129  0.254
H  6.891  -4.865  -4.016  0.394
H  5.585  -3.908  -4.749  0.281
C  -9.563  -4.364  2.629  -1.034
C  -8.232  -4.417  3.361  -0.288
O  -7.112  -4.260  2.511  -0.442
C  -7.029  -3.031  1.800  -0.348
C  -6.941  -1.811  2.697  0.191
H  -9.580  -5.083  1.807  0.276
H  -10.383  -4.591  3.314  0.392
H  -9.748  -3.375  2.203  0.255
H  -8.127  -5.400  3.826  0.341
H  -8.201  -3.683  4.173  0.294
H  -7.864  -2.943  1.095  0.268
H  -6.120  -3.089  1.198  0.290
H  -7.861  -1.666  3.270  0.264
H  -6.774  -0.912  2.101  -0.713
H  -6.124  -1.916  3.414  0.305